Density functional theory data (wB97M-V/def2-TZVPD) for one molecule with the formula C2H3N3S2 in a non-equilibrium geometry.

Element x y z (Å)
C 1.29150 -0.29030 1.76614
C 1.11988 2.13239 0.32862
N 0.28106 -0.43473 1.06562
N -0.21138 0.46709 0.34023
N -0.92841 0.21177 -0.76319
S 0.54742 3.29605 -0.52502
S 2.15636 1.51865 1.41461
H 1.66222 -0.88395 2.54720
H -0.36893 -0.04020 -1.62601
H -1.47615 1.02367 -0.90664

Cartesian forces (eV/Å) of the 3 atoms listed first:
C 0.74 1.96 -1.16
C -1.22 -2.59 0.81
N 0.04 -1.52 0.26

Computed properties:
- E_tot (Eh) = -1038.50084
- E_LUMO (eV) = 0.0192
- HOMO-LUMO gap (eV) = 7.835
- HOMO (Eh) = -0.287
- largest force on an atom (eV/Å) = 3.1

***

Density functional theory data (wB97M-V/def2-TZVPD) for C12H7CdN2O5 as an isolated structure in a non-equilibrium geometry.

Element x y z (Å)
O 5.47976 -0.29792 -3.09647
C 4.97574 -0.54602 -2.05590
Cd 2.06608 -0.12090 -0.49032
O 2.39131 1.12163 -3.70404
C 2.39933 0.72630 -2.62418
C 1.98556 -0.99914 1.66316
O 1.94716 -1.38604 2.74387
C 2.81525 1.99486 0.58050
O 3.18589 2.88172 1.20343
C 1.30497 -2.24156 -1.20884
O 0.91668 -3.27867 -1.50663
H 3.48459 -0.96010 0.30202
N -1.74448 2.06950 -0.04854
C -0.43100 1.84571 -0.25591
N -0.12954 0.57087 -0.01458
C -1.30531 -0.05837 0.41171
C -1.53287 -1.37401 0.83545
C -2.85779 -1.68878 1.20266
C -3.90144 -0.74570 1.15996
C -3.64001 0.57071 0.73735
C -2.33837 0.88454 0.38174
H -2.23968 2.94481 -0.18211
H 0.24040 2.63327 -0.56643
H -0.68734 -2.08266 0.86171
H -3.07769 -2.70915 1.53243
H -4.89870 -1.08760 1.46344
H -4.40850 1.33270 0.67453

Cartesian forces (eV/Å) of the 3 atoms listed first:
O -2.55 -1.26 5.29
C 3.04 1.22 -5.65
Cd 0.86 -0.39 0.52

Computed properties:
- E_tot (Eh) = -1114.58762
- charge = +1
- E_LUMO (eV) = -3.9019
- HOMO-LUMO gap (eV) = 7.434
- HOMO (Eh) = -0.417
- largest force on an atom (eV/Å) = 6.5

***

Density functional theory data (wB97M-V/def2-TZVPD) for a 11-piece molecular cluster, H22O11 overall in a non-equilibrium geometry.

Element x y z (Å)
O -0.33937 -1.98236 1.87246
H -0.73195 -2.56499 2.57107
H -1.05601 -1.43853 1.58234
O 3.97361 0.21486 -0.48812
H 4.62485 -0.44711 -0.67651
H 3.14070 -0.15791 -0.24714
O -3.29408 -1.39899 1.56090
H -3.63100 -0.90130 2.29065
H -3.15389 -0.82836 0.81803
O 0.01291 -1.68968 4.70073
H 0.87904 -2.00634 4.93567
H 0.11544 -1.04815 3.98176
O 2.08326 -4.21545 -0.88675
H 2.42156 -3.35273 -0.61492
H 1.55226 -4.50050 -0.11620
O -0.62613 -0.73983 -2.00533
H -0.09345 -0.15439 -2.54960
H -0.26507 -0.73085 -1.11784
O -0.99993 2.22360 2.82297
H -0.64241 1.63150 2.17846
H -0.23551 2.42283 3.37621
O -1.45636 3.45828 -1.73452
H -1.71133 4.39366 -1.91863
H -0.57102 3.33171 -1.30464
O 1.66619 0.89735 -1.51296
H 1.28683 0.63686 -2.33689
H 2.41841 1.40083 -1.84381
O -2.95631 -0.37509 -3.71436
H -2.13192 -0.05099 -3.29684
H -2.76204 -0.62287 -4.64358
O 0.65912 3.07198 -0.16966
H 0.66406 2.13174 -0.58195
H 1.15952 3.39123 -0.93103

Cartesian forces (eV/Å) of the 3 atoms listed first:
O 0.66 -1.07 0.96
H 0.44 0.84 -0.88
H -1.09 0.25 -0.16

Computed properties:
- E_tot (Eh) = -840.76383
- SMILES string = O.O.O.O.O.O.O.O.O.O.O
- E_LUMO (eV) = -0.4520
- HOMO-LUMO gap (eV) = 10.428
- HOMO (Eh) = -0.400
- largest force on an atom (eV/Å) = 3.0

***

Density functional theory data (wB97M-V/def2-TZVPD) for C16H58B2BaF2NO20S2 as an isolated structure in a non-equilibrium geometry.

Element x y z (Å)
Ba 0.35229 -0.47321 -0.76286
B -1.39186 1.72071 -0.30186
H 1.15516 2.43639 -3.55689
H 6.21021 1.32471 6.42396
H -7.12302 0.14983 -3.00516
H 3.67305 -5.54653 3.16951
B 2.89207 0.63606 -1.32460
H 2.27396 -5.34721 -6.42871
H 6.42510 4.45538 -1.06474
H -1.20052 4.18071 4.72362
H -2.60767 3.13144 6.64167
N -4.02441 -4.39580 -3.07744
S -2.70634 -5.37910 -3.00163
O -1.49828 -4.92927 -3.81125
O -3.14895 -6.72405 -3.03858
F -2.18541 -5.19389 -1.59256
S -3.86980 -3.10218 -3.92274
O -3.38312 -3.36749 -5.22354
O -3.23950 -1.95652 -3.26992
F -5.43150 -2.69559 -4.03876
C 6.03642 -1.11468 0.55160
C 5.30124 -1.53959 1.84313
O 3.88809 -1.39512 2.05518
O 5.94048 0.26152 0.22386
H 5.70398 -1.78978 -0.27823
H 7.08351 -1.40457 0.78377
H 5.69774 -0.82331 2.62128
H 5.52606 -2.54187 2.18367
H 3.68853 -0.50162 1.67580
H 5.07551 0.41461 -0.20121
C -1.72606 3.44476 -3.98511
C -3.16355 3.21112 -3.54984
O -3.52552 4.26024 -2.67607
O -1.59347 4.68801 -4.63358
H -1.46038 2.64322 -4.67568
H -1.08346 3.46179 -3.09465
H -3.33203 2.24365 -3.10538
H -3.86950 3.26057 -4.36258
H -3.51551 3.81120 -1.83041
H -1.84200 5.29521 -3.90247
C -0.40649 -1.15793 -4.57639
C 0.73876 -1.86696 -3.92441
O 0.29963 -2.79481 -2.99108
O -1.01254 -0.27609 -3.61102
H -1.19803 -1.83677 -5.01963
H 0.06919 -0.51145 -5.36925
H 1.38530 -1.17506 -3.37013
H 1.28131 -2.37130 -4.75129
H -0.38939 -3.42870 -3.30920
H -1.93963 -0.46531 -3.39510
C -3.61110 -1.19239 -0.47063
C -4.46753 -2.43950 -0.26105
O -3.81545 -3.28045 0.64044
O -2.37523 -1.42002 -1.12125
H -3.43877 -0.68120 0.48869
H -4.22605 -0.51795 -1.03458
H -4.61716 -2.97562 -1.15355
H -5.40756 -2.20445 0.15718
H -4.43238 -3.96231 0.91076
H -2.55929 -2.03351 -1.83567
C -0.67860 -1.74545 2.69448
C -0.25808 -2.98860 1.95456
O -0.55495 -2.87321 0.55460
O 0.03338 -0.59054 2.09053
H -0.44501 -1.81733 3.76516
H -1.77883 -1.60648 2.49372
H -0.71015 -3.84935 2.41837
H 0.79534 -3.16010 2.10437
H -1.47017 -3.11661 0.30796
H -0.50196 0.20623 2.35201
C -3.24897 3.97716 2.39634
C -3.56445 4.97486 1.29916
O -2.68299 6.04892 1.40000
O -1.91600 3.46597 2.45428
H -4.04331 3.22696 2.39265
H -3.31791 4.45860 3.32746
H -4.61388 5.24407 1.34472
H -3.40901 4.50031 0.29323
H -1.80552 5.65927 1.21841
H -1.79158 2.95148 1.62686
C 5.34662 2.88245 3.41630
C 6.12872 4.00490 2.68045
O 7.49948 3.63114 2.63939
O 5.43152 1.58673 2.94414
H 4.33197 3.23219 3.43467
H 5.64747 2.92755 4.46914
H 5.95134 4.96159 3.18282
H 5.68176 4.14176 1.71502
H 7.57020 2.69167 2.58848
H 5.76258 1.52685 2.00590
C 2.68807 -3.26278 -0.55789
O 2.05724 -2.15910 0.16158
H 1.98491 -4.05918 -0.62900
H 2.90757 -2.96651 -1.56679
H 3.48492 -3.64261 0.04677
H 2.52464 -1.92808 0.95957
C -1.46428 0.71128 5.12450
O -1.46593 0.95156 3.76108
H -0.58303 1.01317 5.67296
H -2.43482 1.01341 5.59374
H -1.40393 -0.34280 5.19571
H -1.56350 1.90074 3.48922

Cartesian forces (eV/Å) of the 3 atoms listed first:
Ba -1.48 -2.12 -0.76
B -0.79 0.89 0.40
H 0.63 -0.82 1.00

Computed properties:
- E_tot (Eh) = -3273.57232
- charge = -1
- E_LUMO (eV) = -3.2690
- HOMO-LUMO gap (eV) = 1.328
- HOMO (Eh) = -0.169
- largest force on an atom (eV/Å) = 4.5

***

Density functional theory data (wB97M-V/def2-TZVPD) for a 2-piece molecular cluster, C2H4OP2 overall in a non-equilibrium geometry.

Element x y z (Å)
C 0.52729 -2.83027 0.84341
C -0.00978 -1.76263 0.55639
O -1.03703 0.32730 -1.83561
P 0.73167 1.34439 0.06172
P -1.16226 0.47280 -0.24537
H 0.67536 -3.80211 1.25011
H -1.75445 -0.25798 -1.99741
H 0.27619 1.34608 1.34603
H 0.22130 2.66898 -0.49394

Cartesian forces (eV/Å) of the 3 atoms listed first:
C -1.40 1.49 -0.13
C -0.39 0.99 -0.53
O 0.38 0.26 0.14

Computed properties:
- E_tot (Eh) = -836.37144
- E_LUMO (eV) = -0.8317
- HOMO-LUMO gap (eV) = 8.393
- HOMO (Eh) = -0.339
- largest force on an atom (eV/Å) = 3.0

***

Density functional theory data (wB97M-V/def2-TZVPD) for C9H26N2O3Rb as an isolated structure.

Element x y z (Å)
Rb 15.12058 1.40902 -10.99801
C 13.11535 -1.96028 -11.31715
O 14.12318 -1.06810 -11.81636
H 13.49354 -2.51970 -10.45940
H 12.27265 -1.36814 -10.96883
H 12.78137 -2.63497 -12.10286
H 14.91101 -1.60013 -11.96849
C 16.04592 2.58151 -7.06938
C 16.23079 1.08567 -7.26717
C 16.23119 0.36642 -5.93317
O 17.35527 0.78340 -5.20342
C 17.63884 -0.05564 -4.09927
N 15.15330 0.58860 -8.15158
H 15.21533 2.81298 -6.39570
H 15.82103 3.08794 -8.01575
H 16.92632 3.06461 -6.64789
H 17.19475 0.92554 -7.75451
H 16.26859 -0.72522 -6.10412
H 15.29877 0.55092 -5.37925
H 18.33414 0.47607 -3.45573
H 18.07658 -0.99701 -4.44814
H 16.74915 -0.29648 -3.50740
H 14.90840 -0.37122 -7.91625
H 14.30911 1.10501 -7.90423
C 19.72347 3.19159 -9.89393
C 18.26319 2.92043 -10.22838
C 17.62322 4.14136 -10.84167
O 16.20365 4.07297 -10.82856
C 15.61610 5.31115 -11.20819
N 18.11928 1.73900 -11.12804
H 20.21618 2.30486 -9.49001
H 19.81789 3.95095 -9.11183
H 20.30991 3.53709 -10.74835
H 17.75150 2.70393 -9.28541
H 17.96392 4.26933 -11.88311
H 17.91895 5.07625 -10.34907
H 14.55558 5.15688 -11.38195
H 16.07051 5.66375 -12.14101
H 15.79009 6.05837 -10.43092
H 18.62459 1.95803 -11.98512
H 18.69020 1.01837 -10.69097

Cartesian forces (eV/Å) of the 3 atoms listed first:
Rb 0.06 0.19 -0.09
C 0.06 0.04 0.14
O 0.02 -0.14 0.16

Computed properties:
- E_tot (Eh) = -717.62490
- charge = +1
- E_LUMO (eV) = -2.6659
- HOMO-LUMO gap (eV) = 9.661
- HOMO (Eh) = -0.453
- largest force on an atom (eV/Å) = 0.9

***

Density functional theory data (wB97M-V/def2-TZVPD) for an isolated ion of composition C3H7N2OS and charge +1 in a non-equilibrium geometry.

Element x y z (Å)
N 0.00123 -1.22557 1.02555
C -0.83886 -1.18368 -0.02678
O -0.12087 -1.05040 -1.20382
S -1.90335 0.43633 -0.11718
C -0.71099 1.52715 0.44686
C 0.48542 1.40267 -0.00759
N 1.60026 1.32051 -0.47611
H 0.93223 -1.28461 0.76546
H -0.31339 -1.69509 1.85329
H -1.72252 -1.89381 -0.00510
H -0.64935 -1.35954 -2.00628
H -1.18741 2.31260 1.12462
H 2.37488 0.70518 -0.13648
H 2.05273 1.98826 -1.23644

Cartesian forces (eV/Å) of the 3 atoms listed first:
N -0.83 0.04 1.20
C -2.89 0.38 -1.75
O -0.05 -1.84 -1.71

Computed properties:
- E_tot (Eh) = -701.09737
- charge = +1
- SMILES string = N[C@H](O)SC=C=[NH2+]
- E_LUMO (eV) = -4.2352
- HOMO-LUMO gap (eV) = 8.715
- HOMO (Eh) = -0.476
- largest force on an atom (eV/Å) = 6.7

***

Density functional theory data (wB97M-V/def2-TZVPD) for a 5-piece molecular cluster, C9H27NO5 overall in a non-equilibrium geometry.

Element x y z (Å)
C 0.63950 -1.28374 -0.79869
C -0.70047 -0.61166 -1.06093
C -0.49155 0.33710 -2.26387
C -1.79258 -1.58445 -1.57325
C -2.57322 -2.39698 -0.46531
C -2.97301 -1.40610 0.63158
C -1.88348 -0.42029 1.13710
C -2.57190 0.69171 1.94914
C -0.83349 -1.12336 2.01050
N -1.23288 0.22577 -0.01336
O -0.47649 1.32122 0.35374
H 0.67319 -2.23552 -0.26263
H 1.18098 -0.68083 -0.06153
H 1.34025 -1.36590 -1.62935
H -1.37572 0.91688 -2.52083
H -0.01622 -0.19219 -3.09064
H 0.27860 1.07272 -2.01304
H -2.59191 -1.04342 -2.08365
H -1.39427 -2.23455 -2.35336
H -2.08643 -3.22787 0.05121
H -3.46502 -2.76560 -0.97108
H -3.48156 -1.97816 1.40716
H -3.72035 -0.87978 0.02797
H -1.87815 1.14824 2.65187
H -3.13134 1.41453 1.35027
H -3.42664 0.30242 2.51050
H -0.69146 -2.15543 1.67244
H 0.19993 -0.82683 1.81986
H -1.02025 -1.07193 3.08149
H -1.06081 2.07046 0.19491
O 2.36775 1.90450 0.08141
H 1.42960 1.73153 -0.08062
H 2.67767 1.13044 0.56494
O 3.82015 -0.64562 2.12268
H 3.89053 0.20057 2.57525
H 4.60224 -0.68557 1.56436
O 2.24676 4.52842 -1.28846
H 2.34722 3.61668 -0.98932
H 3.03190 4.70129 -1.81434
O 5.00283 1.34905 -0.61296
H 4.16324 1.71993 -0.91081
H 4.97689 0.43235 -0.90036

Cartesian forces (eV/Å) of the 3 atoms listed first:
C 1.26 -0.05 1.57
C -0.15 0.43 -2.24
C 1.34 0.41 0.36

Computed properties:
- E_tot (Eh) = -789.99518
- SMILES string = CC1(C)CCCC(C)(C)N1O.O.O.O.O
- E_LUMO (eV) = 0.3931
- HOMO-LUMO gap (eV) = 8.993
- HOMO (Eh) = -0.316
- largest force on an atom (eV/Å) = 3.0